1.
Formula: C28H61Cl2N7O12
Source: the OMol25 dataset
Level of theory: ωB97M-V/def2-TZVPD

```
110
Properties=species:S:1:pos:R:3:mulliken_charge:R:1
O -1.5980 0.7922 0.4576 -1.18
C -0.2416 0.4199 0.1893 1.30
C 0.1088 -0.6893 -0.8474 2.36
O -0.5900 -1.8571 -0.9520 -0.91
H 0.2059 0.1694 1.1773 -0.30
H 0.4049 1.2874 -0.0920 -0.74
H 1.2055 -0.8821 -0.6645 -1.59
H 0.2956 -0.2338 -1.8585 -0.21
C 0.6660 -4.7439 -0.3210 1.13
C -0.7782 -5.1030 0.0405 -0.21
O -0.5683 -6.0360 1.0920 -0.42
C 0.6953 -6.0659 1.5131 0.67
O 1.0773 -6.8181 2.3539 -0.63
O 1.4326 -5.1617 0.8244 -0.21
H 0.8588 -3.6729 -0.3971 -1.10
H 1.0190 -5.1598 -1.2684 0.22
H -1.3484 -5.5403 -0.7786 0.33
H -1.3277 -4.1858 0.2764 0.12
C 2.1309 4.2895 -1.8644 -0.48
C 3.1546 4.1133 -0.7212 0.60
O 3.7334 3.0505 -0.5920 -0.56
N 3.1722 5.0464 0.2634 -0.17
C 3.6278 4.7414 1.6120 -0.87
H 2.6274 4.1405 -2.8203 0.44
H 1.6055 5.2410 -1.8077 0.31
H 1.4509 3.4526 -1.7060 -0.41
H 2.7288 5.9429 0.1825 0.26
H 4.7176 4.7971 1.6381 0.31
H 3.3175 3.7483 1.9343 0.18
H 3.2141 5.4553 2.3214 0.37
C 3.9711 -3.2717 0.3655 -0.36
C 4.2430 -1.9711 1.0954 0.51
O 4.9390 -2.0278 2.1077 -0.72
N 3.5897 -0.8668 0.6707 0.26
C 3.7814 0.4432 1.2531 -1.17
H 3.7242 -4.1311 0.9831 0.26
H 4.7460 -3.5772 -0.3387 0.36
H 3.0686 -3.1646 -0.2469 -0.34
H 2.7353 -0.9805 0.1367 -0.37
H 4.3914 0.4159 2.1524 0.42
H 2.8285 0.9404 1.4445 0.15
H 4.2628 1.0706 0.5016 0.43
C -3.7074 4.8148 0.6464 -0.85
C -2.2380 5.0979 0.8464 0.76
O -1.7235 6.2020 0.6948 -0.75
N -1.5164 3.9668 0.9641 0.19
C -0.1078 3.8739 1.1857 -0.47
H -3.9123 3.8909 1.1875 0.27
H -3.8233 4.5633 -0.4095 0.02
H -4.3272 5.6572 0.9344 0.36
H -1.9229 3.0286 0.9571 0.19
H 0.4442 3.5706 0.2919 -0.24
H 0.0531 3.2253 2.0422 -0.03
H 0.3351 4.8556 1.3838 0.44
C 0.7101 -4.5546 -4.1593 -1.00
C 1.8889 -3.6330 -4.1152 0.79
O 2.8827 -3.9611 -4.7645 -0.75
N 1.8774 -2.6531 -3.1850 0.59
C 2.9805 -1.7514 -2.9930 -1.12
H 0.2183 -4.5862 -5.1301 0.34
H -0.0724 -4.1522 -3.4996 0.14
H 0.9270 -5.5488 -3.7777 0.28
H 1.1177 -2.6384 -2.5098 -0.25
H 3.9177 -2.1632 -3.3714 0.36
H 3.2217 -1.4815 -1.9714 0.30
H 2.7349 -0.8409 -3.5488 0.30
C -1.2093 -2.8562 4.4366 -1.74
C -0.9756 -2.6134 2.9455 1.00
O -1.8500 -2.6301 2.1022 -0.53
N 0.2799 -2.2686 2.5662 0.96
C 1.4079 -1.8519 3.3681 -0.68
H -2.2649 -3.0263 4.6310 0.35
H -0.8168 -2.0689 5.0813 0.29
H -0.6803 -3.7788 4.6983 0.44
H 0.2740 -2.0232 1.5748 -0.59
H 1.2932 -0.8752 3.8427 0.22
H 2.2917 -2.0011 2.7605 -0.05
H 1.6564 -2.4964 4.2202 0.37
C -3.8210 0.0021 5.2649 -1.26
C -3.4101 0.0705 3.8216 0.74
O -4.0426 -0.5973 3.0192 -0.61
N -2.3452 0.8021 3.4173 0.40
C -1.5133 1.6649 4.2069 -0.93
H -3.3705 0.7158 5.9551 0.34
H -3.5008 -0.9932 5.5856 0.19
H -4.9064 0.0183 5.3206 0.33
H -2.0289 0.6954 2.4208 0.00
H -0.8210 1.0836 4.8353 0.32
H -2.1255 2.1372 4.9900 0.47
H -0.9784 2.4999 3.7687 0.04
C -4.5654 2.3182 -3.1196 -1.44
C -3.4406 1.5256 -2.4925 0.60
O -3.6893 0.4375 -1.9955 -0.50
N -2.1589 1.9169 -2.5150 0.81
C -1.6555 3.2218 -2.8684 -0.77
H -5.2098 2.7216 -2.3354 0.29
H -5.1329 1.6752 -3.7910 0.35
H -4.3962 3.2090 -3.7400 0.38
H -1.6272 1.2800 -1.9107 -0.28
H -2.2810 4.0258 -2.4711 0.24
H -1.5656 3.4290 -3.9402 0.26
H -0.6598 3.2870 -2.4340 0.01
Cl -2.7858 -2.0115 -6.1991 -0.27
C -2.3712 -1.1856 -4.6327 -0.01
C -1.1139 -0.3703 -4.7413 0.68
Cl 0.2844 -1.1483 -5.5108 -0.18
H -2.1787 -1.9990 -3.9375 0.05
H -3.2546 -0.6063 -4.3959 0.14
H -0.7168 -0.1934 -3.7376 -0.63
H -1.2611 0.6582 -5.0742 0.33
```

ΔE to the lowest compared entry with this formula, charge and spin	32.3	kJ/mol
LUMO energy	3.89	eV
energy	-90071.9333	eV
highest occupied orbital energy	-1.241	eV
Kohn-Sham gap	0.188	Ha
net charge	-2

2.
Formula: C26H33ClN4O9P2S
Source: the OMol25 dataset
Level of theory: ωB97M-V/def2-TZVPD

```
76
Properties=species:S:1:pos:R:3:mulliken_charge:R:1
N -9.6457 0.1617 -1.5788 -0.58
C -8.9180 -1.0464 -2.1255 -0.55
C -7.2958 -1.0493 -1.8897 0.50
C -6.3545 -2.3212 -2.4318 -0.14
C -7.0704 -3.6164 -3.2110 -0.43
C -6.9031 -4.9145 -2.1697 0.07
O -6.8511 -6.1911 -2.6160 -0.56
C -6.8426 -4.5799 -0.5322 0.50
C -8.2840 -4.2836 0.2400 -0.28
C -8.1924 -3.9052 1.8466 -0.45
C -6.7724 -3.8191 2.6689 -0.33
C -5.3174 -4.1610 1.9332 -0.47
C -5.4099 -4.5361 0.3244 -0.14
C -4.7007 -2.3561 -2.1862 0.21
Cl -3.6222 -3.7594 -2.7969 -0.12
C -3.9210 -1.1379 -1.3807 0.12
C -2.2981 -1.1182 -1.0544 0.03
C -1.2207 -1.1530 -2.2734 -0.24
C 0.2933 -1.1658 -1.6795 -0.45
C 0.5305 -1.1356 -0.0940 -0.02
N -0.4164 -1.0541 1.0530 -0.38
C -1.7827 -1.0520 0.4618 -0.21
C -4.8985 0.1133 -0.8566 0.22
N -4.4672 1.3471 -0.0906 -0.51
S -5.7924 2.4492 0.2846 0.17
N -7.0466 1.4269 -0.4597 -0.51
C -6.5227 0.1575 -1.0944 0.32
H -9.2266 1.0621 -1.9186 0.31
H -9.7025 0.1441 -0.5246 0.29
H -9.1611 -1.1782 -3.2790 0.25
H -9.3552 -2.0213 -1.6029 0.09
H -6.5164 -3.7747 -4.2307 0.32
H -8.2275 -3.4269 -3.4134 0.28
H -9.3254 -4.3378 -0.3233 0.38
H -9.2017 -3.6765 2.4234 0.27
H -6.7484 -3.5141 3.7995 0.30
H -4.2740 -4.1113 2.5078 0.31
H -4.3856 -4.7575 -0.2453 0.28
H -1.5087 -1.2029 -3.4061 0.35
H 1.2143 -1.2190 -2.4158 0.27
H 1.6759 -1.1871 0.2474 0.24
H -2.6511 -1.0250 1.2842 0.30
C 6.9816 -0.4881 -0.6634 -0.82
O 5.9070 0.0431 0.0859 -0.27
P 5.5184 -0.8467 1.5178 1.08
O 4.0338 -0.5821 1.2444 -0.50
O 6.1285 0.3827 2.4274 -0.25
C 7.5335 0.4873 2.5211 -0.68
O 5.1297 -1.7364 2.9496 -0.48
C 4.1871 -1.1826 3.8552 -0.52
H 6.6724 -0.5794 -1.7078 0.24
H 7.8324 0.1944 -0.6016 0.26
H 7.2799 -1.4726 -0.2925 0.41
H 7.8781 1.2750 1.8443 0.14
H 8.0224 -0.4552 2.2628 0.37
H 7.7994 0.7590 3.5468 0.27
H 3.1699 -1.3283 3.4804 0.22
H 4.3743 -0.1221 4.0353 0.26
H 4.2793 -1.7129 4.8065 0.25
C 5.4186 3.8583 0.9285 -0.58
O 6.0660 5.0522 1.3206 -0.32
P 7.6594 5.2521 0.6770 1.28
O 8.0924 5.8600 2.0154 -0.61
O 7.0954 6.4485 -0.3035 -0.36
C 6.3649 6.0614 -1.4481 -0.66
O 9.2527 5.4520 0.0336 -0.50
C 9.9090 6.6960 0.2262 -0.55
H 5.0289 3.3592 1.8194 0.20
H 4.5865 4.1041 0.2646 0.31
H 6.1053 3.1816 0.4124 0.23
H 5.2967 6.1910 -1.2497 0.22
H 6.5625 5.0203 -1.7150 0.32
H 6.6515 6.7058 -2.2843 0.27
H 10.3043 6.7629 1.2439 0.22
H 9.2453 7.5388 0.0232 0.28
H 10.7498 6.7469 -0.4703 0.25
```

LUMO energy	-3.52	eV
structure (SMILES)	NCc1c(CC(=O)c2ccccc2)c(Cl)c(-c2cccnc2)c2nsnc12.COP(=O)(OC)OC.COP(=O)(OC)OC
energy	-93787.6908	eV
highest occupied orbital energy	-8.211	eV
Kohn-Sham gap	0.172	Ha

3.
Formula: C14H20BBrN2O2
Source: the OMol25 dataset
Level of theory: ωB97M-V/def2-TZVPD

```
40
Properties=species:S:1:pos:R:3:mulliken_charge:R:1
C 0.0876 4.2041 -0.0903 -1.06
C 1.3017 4.2223 -1.0305 -0.52
B 1.1004 3.4550 -2.3954 0.45
O 1.9127 3.7051 -3.4752 -0.61
C -0.0832 2.4314 -2.5923 0.11
C -1.1196 2.6458 -3.4680 -0.75
C -2.1858 1.7250 -3.5821 -0.66
C -2.2043 0.5882 -2.8255 -0.50
C -1.1467 0.3168 -1.9359 0.23
N -1.1747 -0.8275 -1.1917 -0.50
C -0.1804 -1.0230 -0.3687 0.64
C -0.1728 -2.2503 0.5016 -0.99
C -0.0721 -1.9431 2.0161 -0.55
C -1.3492 -2.2509 2.7813 -0.72
Br -2.8017 -1.1798 2.0741 -0.18
C 0.9075 -0.0953 -0.2899 -0.49
N 0.9679 1.0010 -0.9881 -0.29
C -0.0858 1.2445 -1.8253 0.63
H -0.0452 3.2295 0.3781 0.22
H -0.8250 4.4891 -0.6133 0.28
H 0.2337 4.9222 0.7189 0.37
H 1.5229 5.2671 -1.2727 0.33
H 2.1680 3.8117 -0.5024 0.36
H 2.8381 3.8059 -3.2316 0.31
H -1.1431 3.5314 -4.0908 0.40
H -2.9917 1.9228 -4.2766 0.39
H -3.0203 -0.1191 -2.8891 0.47
H -1.1143 -2.7653 0.3122 0.38
H 0.6500 -2.9055 0.2137 0.36
H 0.1757 -0.8949 2.1898 0.44
H 0.7134 -2.5580 2.4550 0.17
H -1.5965 -3.3061 2.7146 0.36
H -1.2125 -2.0137 3.8327 0.45
H 1.7327 -0.3118 0.3833 0.48
C 1.7350 -5.3502 3.7376 -0.59
O 0.4345 -4.7910 3.5740 -0.42
H 2.4519 -4.5505 3.5682 0.22
H 1.8773 -5.7420 4.7474 0.27
H 1.9205 -6.1486 3.0153 0.28
H -0.2063 -5.4922 3.7215 0.26
```

LUMO energy	0.17	eV
structure (SMILES)	CCB(O)c1cccc2nc(CCCBr)cnc12.CO
energy	-92637.9560	eV
highest occupied orbital energy	-8.748	eV
Kohn-Sham gap	0.328	Ha

4.
Formula: C19H49Cl4N2O14P3
Source: the OMol25 dataset
Level of theory: ωB97M-V/def2-TZVPD

```
91
Properties=species:S:1:pos:R:3:mulliken_charge:R:1
C -0.9780 -3.1482 1.4799 -0.26
C -0.1703 -4.1382 0.6409 0.52
O -0.6337 -4.5388 -0.4228 -0.72
N 1.0789 -4.5104 1.0977 -0.16
C 2.0047 -5.2257 0.2996 -0.71
H -1.1624 -2.2034 0.9686 0.35
H -0.3679 -2.9614 2.3636 -0.11
H -1.8550 -3.7490 1.7210 0.47
H 1.4843 -4.0088 1.8750 0.21
H 1.5949 -5.7158 -0.5836 0.34
H 2.7408 -5.8310 0.8286 0.36
H 2.6325 -4.3998 -0.0347 0.12
C -3.3786 3.0030 -1.5918 -0.56
C -4.1107 4.3381 -1.9623 0.45
O -5.3041 4.5230 -2.3017 -0.66
N -3.2209 5.3542 -1.7524 -0.14
C -3.4853 6.7887 -1.9945 -0.92
H -3.0969 2.5634 -2.5486 0.29
H -4.0023 2.3491 -0.9824 0.36
H -2.4889 3.0485 -0.9638 -0.54
H -2.3355 5.1508 -1.3110 0.19
H -3.0250 7.4402 -1.2516 0.29
H -4.5647 6.9115 -2.0842 0.33
H -3.0339 7.2314 -2.8824 0.30
C -1.5214 1.9787 0.1783 -1.26
O -0.3785 1.2978 -0.1835 -0.45
P -0.3355 -0.3695 -0.2654 1.16
O -1.1320 -1.0283 -1.3132 -1.07
O 1.3067 -0.5662 -0.3647 -0.28
C 1.8690 -1.8773 -0.4022 -0.60
O -0.8087 -0.8220 1.2442 -0.71
C -0.1983 -0.2918 2.4086 -0.26
H -2.3233 1.2408 0.2025 0.64
H -1.6097 2.6487 -0.6769 0.88
H -1.3425 2.5374 1.0970 0.23
H 2.8358 -1.9509 -0.9002 0.41
H 1.3455 -2.7446 -0.8044 0.20
H 2.2109 -1.9684 0.6288 0.17
H -0.6886 -0.6469 3.3150 0.24
H -0.0958 0.7912 2.4772 -0.16
H 0.7785 -0.7709 2.3432 0.14
C -1.4651 1.8903 7.1938 -0.72
O -1.5928 2.1848 5.8138 -0.35
P -2.2332 1.1117 4.8035 0.60
O -3.4210 0.4282 5.2818 -0.74
O -0.9809 0.1577 4.4365 -0.01
C -0.5363 -0.7621 5.3560 -0.90
O -2.3627 2.0456 3.5100 -0.18
C -1.3603 2.9191 2.9443 -0.62
H -1.9246 2.6201 7.8603 0.28
H -0.4053 1.9692 7.4363 0.30
H -1.7042 0.8661 7.4803 0.31
H 0.4879 -0.5031 5.6244 0.28
H -0.5800 -1.7337 4.8639 0.27
H -1.0745 -1.0134 6.2699 0.44
H -0.6365 3.2289 3.6980 0.35
H -1.8701 3.8537 2.7102 0.40
H -0.8485 2.4796 2.0881 0.61
C 4.1623 0.3753 -6.1632 -0.75
O 3.2300 -0.3173 -5.3359 -0.36
P 1.9683 0.4641 -4.6448 0.69
O 1.8620 1.8824 -4.8769 -0.77
O 2.1032 0.1063 -3.1161 -0.12
C 1.8362 -1.2748 -2.6260 1.46
O 0.7093 -0.4233 -5.0981 -0.23
C -0.6555 -0.1737 -4.7185 -0.31
H 3.8846 1.3946 -6.4313 0.34
H 4.4393 -0.3747 -6.9041 0.26
H 5.1504 0.3927 -5.7034 0.27
H 1.4857 -1.8978 -3.4489 0.39
H 1.0230 -1.3186 -1.9015 -2.21
H 2.7083 -1.6110 -2.0652 0.34
H -1.2536 0.6110 -5.1819 0.47
H -0.5209 0.1087 -3.6743 -0.19
H -1.2883 -1.0566 -4.8091 0.41
Cl 2.9261 -0.9565 1.3115 0.08
C 4.4853 -0.3027 0.8290 -0.63
C 5.3692 -0.2995 2.1034 -0.59
Cl 4.6168 0.9847 3.2573 -0.20
H 4.5051 0.6746 0.3467 0.34
H 4.8769 -1.0179 0.1056 0.35
H 6.3855 0.0493 1.9199 0.44
H 5.5126 -1.3163 2.4688 0.35
Cl -3.2185 -3.4792 -3.3180 -0.26
C -1.9724 -3.1555 -2.1092 -0.18
C -0.7860 -2.2904 -2.8058 2.04
Cl -0.2832 -2.8662 -4.4463 -0.16
H -1.5743 -4.0635 -1.6562 0.38
H -2.4306 -2.5861 -1.3005 0.12
H 0.0697 -2.5006 -2.1641 -1.42
H -1.0526 -1.2335 -2.8051 0.31
```

LUMO energy	-0.16	eV
energy	-130087.6253	eV
highest occupied orbital energy	-8.990	eV
Kohn-Sham gap	0.325	Ha